w) Formula: C21H26N2O3
Source: the Open Molecules 2025 dataset
Level of theory: ωB97M-V with the def2-TZVPD basis set

Properties
- Orbital gap: 8.02 eV
- Structure (SMILES): COc1ccc(N[C@@H]2CCCN(C(=O)CCOc3ccccc3)C2)cc1

Each line ends with the Mulliken charge.
Element x y z (Å)
O1 5.619 -4.282 -1.364  -0.451
H1 0.342 -0.314 2.772  0.576
H2 -1.652 4.793 1.064  0.331
H3 3.284 -5.096 -0.867  0.399
C1 -1.952 -1.069 -0.074  -1.334
H4 -2.252 1.054 -0.089  0.010
H5 -0.744 2.754 -0.234  0.278
N1 -0.698 0.574 1.236  0.276
C2 2.470 -1.938 0.063  0.208
C3 -1.576 3.787 1.493  -0.705
H6 -0.737 0.513 -0.859  0.241
H7 -6.468 1.672 -0.644  0.377
H8 -1.325 3.880 2.554  0.468
C4 -0.150 1.749 1.615  0.602
H9 7.336 -3.323 -0.700  0.330
C5 3.717 -1.357 -0.162  -1.005
H10 1.380 -3.792 -0.042  0.351
C6 -3.250 3.783 -0.852  -0.162
C7 3.393 -4.042 -0.666  -0.951
H11 6.844 -2.947 -2.376  0.333
C8 -0.376 -0.614 2.004  -1.792
C9 -5.567 2.264 -0.707  -0.536
H12 1.699 -0.239 0.826  0.067
H13 -1.216 -3.071 0.213  0.252
H14 0.433 3.607 0.789  0.503
C10 -4.094 3.680 -1.946  -0.812
C11 -3.566 3.119 0.329  0.346
C12 0.223 -1.682 1.089  0.432
C13 -0.466 2.988 0.791  -0.568
C14 -1.415 0.356 -0.009  0.075
C15 -0.809 -2.080 0.007  -0.776
H15 3.851 -0.303 0.040  0.363
C16 4.634 -3.451 -0.894  0.774
H16 -3.837 4.202 -2.857  0.380
C17 -4.736 2.359 0.389  -0.084
O2 0.554 1.842 2.607  -0.710
O3 -2.826 3.138 1.475  -0.476
C18 -5.248 2.923 -1.885  -0.476
C19 6.886 -3.731 -1.612  -0.841
H17 7.501 -4.553 -1.977  0.239
H18 -2.359 4.385 -0.935  0.341
H19 -5.897 2.848 -2.744  0.399
C20 2.327 -3.303 -0.200  0.048
H20 -4.968 1.855 1.314  0.433
H21 -2.495 -1.194 -1.011  0.466
H22 0.476 -2.561 1.701  0.488
H23 -0.294 -2.120 -0.953  0.448
H24 -2.662 -1.226 0.739  0.404
H25 5.729 -1.597 -0.794  0.370
H26 -1.270 -1.000 2.502  0.382
N2 1.419 -1.144 0.476  -0.049
C21 4.785 -2.095 -0.636  -0.263


x) Formula: C21H26N2O3
Source: the Open Molecules 2025 dataset
Level of theory: ωB97M-V with the def2-TZVPD basis set

Properties
- Orbital gap: 8.80 eV
- Structure (SMILES): NC(=O)C1CCN(C[C@@H](O)COc2ccc(-c3ccccc3)cc2)CC1

Each line ends with the Mulliken charge.
Element x y z (Å)
H1 0.610 -1.000 1.700  0.230
C1 -2.381 1.375 0.559  -0.488
C2 2.026 -3.983 -3.052  0.205
C3 -0.289 1.654 1.703  -0.303
C4 2.426 -4.462 -0.600  -1.154
C5 -2.590 5.724 0.475  -0.455
H2 -1.479 8.787 -0.418  0.367
O1 1.358 -4.985 -3.161  -0.622
H3 0.895 -5.221 0.702  0.504
H4 0.681 5.119 -0.103  0.464
C6 0.967 -4.553 -0.160  -0.880
C7 -0.811 -3.263 0.909  -1.351
H5 1.120 -3.377 2.364  0.343
C8 -0.347 -1.140 2.221  -0.719
C9 2.610 -3.459 -1.741  0.171
O2 0.396 -3.288 3.002  -0.657
H6 -0.261 -0.733 3.237  0.508
H7 2.002 -3.499 -5.033  0.253
H8 0.540 1.263 2.272  0.446
C10 -2.407 2.721 0.271  -0.677
C11 0.514 -2.344 -0.916  -0.814
C12 -2.616 7.076 0.191  -0.551
C13 -1.375 3.563 0.686  0.207
H9 -3.493 5.224 0.793  0.457
N1 0.477 -3.237 0.227  0.535
H10 -1.161 -4.292 1.026  0.390
H11 -3.175 0.721 0.235  0.439
H12 3.041 -4.146 0.246  0.403
C14 -0.644 -2.647 2.311  -0.007
C15 -0.244 5.669 -0.008  -0.476
H13 0.372 -4.979 -0.982  0.383
C16 -0.322 3.004 1.401  -0.819
H14 -1.574 -2.703 0.363  0.635
H15 2.758 -5.449 -0.922  0.371
C17 -0.272 7.021 -0.295  -0.534
H16 0.634 7.525 -0.599  0.377
C18 -1.402 5.000 0.380  0.359
H17 0.066 -1.388 -0.637  0.425
H18 2.931 -2.411 -4.063  0.201
H19 -0.059 -2.755 -1.766  0.330
C19 -1.457 7.730 -0.195  -0.426
N2 2.338 -3.218 -4.127  -0.362
O3 -1.397 -0.516 1.516  -0.298
H20 -3.543 7.625 0.275  0.374
C20 -1.323 0.824 1.284  0.578
H21 1.997 -1.409 -2.164  0.430
H22 0.480 3.638 1.752  0.467
C21 1.963 -2.126 -1.342  -0.974
H23 -3.228 3.126 -0.302  0.454
H24 -1.556 -2.797 2.895  0.518
H25 3.682 -3.301 -1.912  0.393
H26 2.519 -1.708 -0.499  0.354


x) (18.3 kcal/mol below the next structure)


w) Formula: CH2N2O2
Source: the Open Molecules 2025 dataset
Level of theory: ωB97M-V with the def2-TZVPD basis set

Properties
- Orbital gap (alpha / beta): 9.23 / 9.17 eV

Each line ends with the Mulliken charge.
Element x y z (Å)
H1 1.382 -2.283 -0.741  0.286
N1 1.464 -1.293 -0.734  -0.341
O1 -1.533 1.424 1.103  -0.206
C1 0.753 -0.349 -0.822  0.530
N2 -1.359 0.369 1.794  -0.191
O2 0.249 0.694 -0.888  -0.533
H2 -0.956 1.439 0.287  0.454


x) Formula: CH2N2O2
Source: the Open Molecules 2025 dataset
Level of theory: ωB97M-V with the def2-TZVPD basis set

Properties
- Orbital gap (alpha / beta): 8.38 / 8.31 eV

Each line ends with the Mulliken charge.
Element x y z (Å)
N1 0.565 -0.145 0.104  0.815
H1 -1.264 1.119 -1.192  0.253
N2 1.049 -0.863 0.970  -0.535
C1 -1.715 0.777 -0.113  0.020
O1 -1.122 0.259 0.718  -0.193
O2 0.574 0.222 -1.055  -0.599
H2 1.912 -1.369 0.568  0.240


w) (57.7 kcal/mol below the next structure)


w) Formula: CH2N2O2
Source: the Open Molecules 2025 dataset
Level of theory: ωB97M-V with the def2-TZVPD basis set

Properties
- Orbital gap: 11.97 eV
- Structure (SMILES): O=CO.N#N

Each line ends with the Mulliken charge.
Element x y z (Å)
H1 0.041 -1.826 0.356  0.358
N1 1.695 -1.247 1.911  0.113
O1 -0.213 -1.448 -0.512  -0.377
O2 -0.184 0.592 0.544  -0.477
H2 -0.645 0.237 -1.464  0.272
N2 2.395 -0.438 2.267  -0.135
C1 -0.343 -0.131 -0.420  0.246


x) Formula: CH2N2O2
Source: the Open Molecules 2025 dataset
Level of theory: ωB97M-V with the def2-TZVPD basis set

Properties
- Orbital gap: 9.70 eV

Each line ends with the Mulliken charge.
Element x y z (Å)
N1 0.619 -1.301 0.164  -0.022
H1 1.292 -0.197 2.055  0.280
O1 2.409 0.235 -0.517  -0.422
H2 -0.778 -0.314 -1.431  0.329
N2 0.769 -0.096 1.134  -0.350
C1 1.541 -0.275 0.074  0.554
O2 -0.523 -1.389 -0.534  -0.369


w) (160.2 kcal/mol below the next structure)


w) Formula: C4H9N
Source: the Open Molecules 2025 dataset
Level of theory: ωB97M-V with the def2-TZVPD basis set

Properties
- Orbital gap: 9.96 eV
- Structure (SMILES): C[C@H]1CN1C

Each line ends with the Mulliken charge.
Element x y z (Å)
H1 -1.134 1.379 -1.203  0.281
C1 -0.045 -0.926 1.082  -0.570
H2 2.675 0.135 -0.184  0.270
C2 -0.619 0.381 0.662  0.249
H3 1.504 -0.856 -1.038  0.287
H4 -0.974 1.059 1.439  0.330
N1 0.815 0.176 0.719  -0.262
H5 -1.239 -0.399 -1.266  0.309
H6 -2.468 0.547 -0.403  0.346
H7 -0.021 -1.258 2.118  0.238
H8 -0.157 -1.726 0.352  0.229
H9 1.435 0.924 -1.163  0.267
C3 -1.397 0.480 -0.631  -1.229
C4 1.626 0.084 -0.483  -0.745


x) Formula: C4H9N
Source: the Open Molecules 2025 dataset
Level of theory: ωB97M-V with the def2-TZVPD basis set

Properties
- Orbital gap: 10.22 eV
- Structure (SMILES): C[C@H]1CN1C

Each line ends with the Mulliken charge.
Element x y z (Å)
H1 -1.017 0.082 -2.544  0.324
H2 0.340 1.124 -2.036  0.365
H3 0.635 -0.536 -2.572  0.272
H4 -0.771 -0.883 1.886  0.356
H5 1.872 0.266 -0.264  0.222
C1 -0.620 0.215 1.834  -0.951
H6 0.068 0.475 2.646  0.342
N1 0.007 0.691 0.583  -0.435
H7 -1.583 0.693 2.037  0.277
C2 -0.176 -0.303 -0.560  0.222
C3 1.054 -0.246 0.239  -0.375
H8 -1.097 -0.688 -0.196  0.416
C4 -0.063 0.109 -2.012  -1.308
H9 1.350 -1.000 0.958  0.273


w) (12.5 kcal/mol below the next structure)


w) Formula: C4H9N
Source: the Open Molecules 2025 dataset
Level of theory: ωB97M-V with the def2-TZVPD basis set

Properties
- Orbital gap: 8.90 eV
- Structure (SMILES): C=C(C)NC

Each line ends with the Mulliken charge.
Element x y z (Å)
H1 -1.637 -1.250 -0.091  0.294
C1 -0.253 0.254 0.573  0.908
H2 -1.478 0.131 -1.229  0.316
H3 1.691 -0.177 0.960  0.245
N1 0.934 -0.423 0.345  -0.249
C2 -1.450 -0.184 -0.179  -1.267
H4 -2.392 0.344 0.040  0.338
C3 1.318 -0.835 -1.009  -0.816
H5 -1.271 1.850 1.472  0.254
C4 -0.317 1.372 1.328  -1.116
H6 0.684 -0.306 -1.712  0.268
H7 1.244 -1.922 -1.086  0.244
H8 2.368 -0.623 -1.221  0.310
H9 0.558 1.769 1.808  0.271


x) Formula: C4H9N
Source: the Open Molecules 2025 dataset
Level of theory: ωB97M-V with the def2-TZVPD basis set

Properties
- Orbital gap: 10.74 eV
- Structure (SMILES): C=NC.C=C

Each line ends with the Mulliken charge.
Element x y z (Å)
C1 -0.921 2.611 2.740  -0.517
H1 -0.177 -3.913 -2.466  0.245
H2 -0.070 3.803 1.090  0.236
C2 -0.756 3.614 1.898  -0.388
H3 1.706 -0.710 -1.117  0.282
H4 1.397 -3.503 -1.552  0.264
C3 0.827 -1.273 -0.831  -0.747
C4 0.509 -3.132 -2.094  -0.264
H5 -1.399 4.468 2.051  0.193
H6 0.931 -1.913 0.038  0.321
H7 0.256 -0.410 -0.417  0.251
H8 -1.136 2.932 3.749  0.261
H9 -0.157 1.817 2.784  0.216
N1 0.101 -1.931 -1.971  -0.352


y) Formula: C4H9N
Source: the Open Molecules 2025 dataset
Level of theory: ωB97M-V with the def2-TZVPD basis set

Properties
- Orbital gap: 9.92 eV
- Structure (SMILES): C=NCCC

Each line ends with the Mulliken charge.
Element x y z (Å)
C1 1.229 1.183 0.881  -1.063
H1 -1.544 -0.131 0.814  0.293
C2 0.006 1.227 -0.030  -0.431
C3 -0.456 -2.361 -0.659  -0.418
N1 0.062 -1.275 -0.106  -0.309
H2 0.422 1.310 -1.066  0.278
H3 1.966 2.040 0.643  0.296
H4 -1.540 -2.491 -0.733  0.283
H5 -1.276 -0.047 -1.143  0.351
H6 0.785 1.227 1.834  0.330
H7 -0.717 2.121 0.026  0.288
H8 1.742 0.169 0.996  0.281
H9 0.136 -2.927 -1.361  0.258
C4 -0.815 -0.045 -0.097  -0.437


z) Formula: C4H9N
Source: the Open Molecules 2025 dataset
Level of theory: ωB97M-V with the def2-TZVPD basis set

Properties
- Orbital gap: 8.86 eV
- Structure (SMILES): C/C=C(/C)N

Each line ends with the Mulliken charge.
Element x y z (Å)
H1 -0.517 -2.049 1.498  0.259
N1 0.315 -0.549 -1.381  -0.434
H2 0.366 2.333 -0.773  0.283
H3 -0.880 1.727 -1.832  0.396
C1 -0.098 -0.007 0.942  -0.281
H4 0.377 -1.539 -1.236  0.173
H5 -0.520 0.689 1.661  0.305
H6 0.673 -0.148 -2.225  0.176
C2 -0.123 0.284 -0.364  0.716
H7 0.763 -1.356 2.459  0.341
C3 -0.500 1.673 -0.816  -1.379
C4 0.329 -1.362 1.454  -1.197
H8 -1.274 2.101 -0.191  0.341
H9 1.089 -1.796 0.805  0.302


z) (13.6 kcal/mol below the next structure)